{
  "formula": "C5H10O2",
  "method": "ωB97M-V/def2-TZVPD",
  "elements": ["C", "C", "O", "C", "C", "C", "O", "H", "H", "H", "H", "H", "H", "H", "H", "H", "H"],
  "positions_angstrom": [[-2.02953, -0.50454, -0.45732], [-0.77230, 0.21806, -0.01244], [-0.78141, 1.51081, -0.13084], [0.03399, -0.37476, 1.16689], [1.51458, -0.20651, 0.76739], [1.48889, 0.27325, -0.70394], [1.42566, 1.55018, -0.91141], [-1.85593, -1.57465, -0.60400], [-2.79868, -0.39246, 0.31824], [-2.41549, -0.06400, -1.37951], [0.22065, -0.16764, -0.92317], [0.33154, 1.80731, -0.42274], [-0.23686, 0.14906, 2.09063], [-0.22492, -1.43231, 1.29687], [2.07110, -1.14479, 0.86991], [2.02884, 0.55576, 1.36102], [2.05021, -0.30534, -1.45460]],
  "atomic_forces_ev_per_a": [[0.050, -0.017, -0.090], [-0.030, -0.087, 0.196], [-0.057, -0.098, 0.066], [-0.035, 0.009, -0.002], [0.012, 0.013, 0.000], [-0.106, -0.138, 0.120], [-0.056, 0.008, 0.116], [0.018, 0.165, 0.029], [0.184, 0.036, -0.073], [0.087, -0.029, 0.124], [0.076, -0.039, -0.117], [0.103, -0.094, -0.141], [0.049, -0.052, -0.155], [0.047, 0.177, -0.058], [-0.096, 0.153, -0.048], [-0.075, -0.097, -0.107], [-0.171, 0.089, 0.139]],
  "lumo_ev": 0.66,
  "relative_energy_ev": 3.0644,
  "largest_force_ha_per_bohr": 0.0046,
  "orbital_gap_ev": 10.30,
  "total_energy_ha": -346.9128
}

=====

{
  "formula": "C5H10O2",
  "method": "ωB97M-V/def2-TZVPD",
  "elements": ["C", "C", "C", "O", "H", "H", "H", "H", "H", "H", "C", "C", "O", "H", "H", "H", "H"],
  "positions_angstrom": [[-1.38504, -1.00759, 0.88843], [-0.98952, 0.24925, 1.61186], [-0.76811, 1.44850, 1.06782], [-0.78628, 1.80161, -0.24115], [-0.55629, -1.72645, 0.81753], [-1.73399, -0.81139, -0.13013], [-2.19778, -1.51450, 1.42091], [-0.89287, 0.19103, 2.69322], [-0.53316, 2.30858, 1.69066], [-0.80503, 1.01377, -0.81782], [1.91160, -0.03178, -0.82549], [1.01485, -0.57543, -1.89731], [-0.15416, -0.27737, -2.03683], [2.91595, 0.15180, -1.22006], [2.00426, -0.78722, -0.03386], [1.48868, 0.87947, -0.39782], [1.46689, -1.31230, -2.58994]],
  "atomic_forces_ev_per_a": [[-0.040, -0.050, -0.080], [0.031, 0.126, -0.047], [0.036, -0.028, 0.289], [-0.090, -0.183, -0.058], [-0.114, 0.119, 0.018], [0.052, -0.030, 0.158], [0.125, 0.076, -0.068], [-0.026, 0.056, -0.147], [-0.043, -0.148, -0.036], [0.006, 0.102, 0.030], [-0.047, 0.087, 0.007], [-0.308, 0.050, -0.033], [0.541, -0.108, 0.042], [-0.145, -0.045, 0.022], [-0.018, 0.075, -0.122], [0.092, -0.146, -0.036], [-0.051, 0.047, 0.060]],
  "lumo_ev": 0.89,
  "relative_energy_ev": 1.8915,
  "smiles": "C/C=C\\O.CC=O",
  "largest_force_ha_per_bohr": 0.0108,
  "orbital_gap_ev": 9.34,
  "total_energy_ha": -346.9559
}

=====

{
  "formula": "C5H10O2",
  "method": "ωB97M-V/def2-TZVPD",
  "elements": ["C", "C", "C", "C", "O", "C", "O", "H", "H", "H", "H", "H", "H", "H", "H", "H", "H"],
  "positions_angstrom": [[-1.49810, -1.36170, 0.29235], [-0.61392, -0.17527, -0.03110], [0.81176, -0.47189, -0.50552], [1.92581, 0.29963, 0.21195], [1.72144, 1.69281, 0.25399], [-1.22027, 1.09522, -0.43861], [-0.78698, 0.90340, 0.90854], [-1.22989, -2.23525, -0.30802], [-1.38062, -1.62528, 1.34872], [-2.55455, -1.13584, 0.12064], [0.86079, -0.25215, -1.57923], [1.02040, -1.54302, -0.39247], [2.86385, 0.14154, -0.33132], [2.06194, -0.11329, 1.22329], [0.93395, 1.81057, 0.80920], [-2.29891, 1.16807, -0.57453], [-0.61669, 1.80244, -1.00786]],
  "atomic_forces_ev_per_a": [[-0.045, -0.027, -0.021], [0.017, -0.157, -0.136], [0.015, 0.004, -0.039], [0.131, -0.339, -0.019], [-0.127, 0.116, 0.130], [-0.156, 0.097, -0.227], [0.043, 0.022, 0.209], [-0.044, 0.131, 0.012], [0.066, -0.004, -0.138], [0.147, 0.009, 0.059], [-0.004, -0.045, 0.140], [-0.036, 0.150, 0.012], [-0.123, -0.042, 0.117], [-0.053, 0.117, -0.093], [0.124, 0.103, -0.154], [0.151, -0.023, 0.079], [-0.105, -0.112, 0.068]],
  "lumo_ev": 0.94,
  "relative_energy_ev": 2.2169,
  "smiles": "C[C@@]1(CCO)CO1",
  "largest_force_ha_per_bohr": 0.0071,
  "orbital_gap_ev": 10.99,
  "total_energy_ha": -346.9440
}

=====

{
  "formula": "C5H10O2",
  "method": "ωB97M-V/def2-TZVPD",
  "elements": ["C", "C", "O", "C", "C", "C", "O", "H", "H", "H", "H", "H", "H", "H", "H", "H", "H"],
  "positions_angstrom": [[2.30731, -0.75811, -0.37000], [1.20127, -0.63669, 0.66334], [0.40982, 0.51977, 0.41252], [-0.97151, 0.26448, 0.31237], [-1.73571, 1.58247, 0.34670], [-1.28201, -0.44883, -0.99891], [-2.32592, -1.00825, -1.22685], [2.92608, -1.63622, -0.16189], [1.89263, -0.86621, -1.37689], [2.94658, 0.12818, -0.35731], [0.57539, -1.54087, 0.64350], [1.62727, -0.55568, 1.67255], [-1.32045, -0.37792, 1.13631], [-2.80364, 1.37711, 0.22588], [-1.56958, 2.09303, 1.29899], [-1.40821, 2.24242, -0.46320], [-0.46933, -0.37870, -1.75710]],
  "atomic_forces_ev_per_a": [[0.035, 0.016, -0.031], [0.133, -0.207, -0.012], [-0.021, 0.045, 0.026], [-0.202, -0.030, 0.036], [-0.021, 0.019, -0.021], [-0.358, -0.122, -0.046], [0.469, 0.202, 0.080], [-0.047, 0.100, 0.010], [0.043, 0.022, 0.131], [-0.071, -0.081, 0.007], [0.058, 0.138, 0.022], [-0.084, -0.009, -0.131], [0.060, 0.074, -0.112], [0.155, 0.068, 0.034], [0.003, -0.094, -0.129], [-0.019, -0.104, 0.097], [-0.133, -0.038, 0.038]],
  "lumo_ev": 0.96,
  "relative_energy_ev": 1.7111,
  "smiles": "CCO[C@@H](C)C=O",
  "largest_force_ha_per_bohr": 0.0100,
  "orbital_gap_ev": 10.57,
  "total_energy_ha": -346.9626
}

=====

{
  "formula": "C5H10O2",
  "method": "ωB97M-V/def2-TZVPD",
  "elements": ["O", "C", "C", "C", "C", "O", "C", "H", "H", "H", "H", "H", "H", "H", "H", "H", "H"],
  "positions_angstrom": [[-0.09071, 2.23395, -1.07267], [-0.83491, 0.65431, -1.59074], [0.19708, -0.15273, -1.04194], [-0.03971, -0.94437, 0.22293], [1.22017, -1.28399, 1.03889], [0.76015, -0.53290, 2.17313], [-0.44279, -0.16637, 1.49308], [-0.53177, 2.57339, -0.27334], [-0.85282, 0.86940, -2.65535], [-1.80918, 0.73340, -1.10718], [0.56223, 1.26428, -0.78340], [0.88298, -0.60598, -1.75832], [-0.67702, -1.82318, 0.05683], [2.15136, -0.87428, 0.62692], [1.36492, -2.34332, 1.28545], [-1.33645, -0.52546, 2.01959], [-0.52352, 0.92384, 1.36611]],
  "atomic_forces_ev_per_a": [[0.050, 0.148, 0.283], [0.017, -0.311, -0.034], [-0.170, -0.205, -0.171], [-0.023, -0.061, -0.015], [0.248, -0.243, -0.195], [0.068, 0.046, 0.161], [-0.369, 0.182, -0.058], [0.108, 0.009, -0.210], [0.011, -0.016, 0.182], [0.181, 0.016, -0.028], [-0.126, 0.239, -0.050], [-0.088, 0.076, 0.088], [0.105, 0.147, 0.011], [-0.132, -0.045, 0.067], [-0.027, 0.157, -0.018], [0.134, 0.027, -0.074], [0.013, -0.166, 0.059]],
  "lumo_ev": 0.84,
  "relative_energy_ev": 5.4129,
  "largest_force_ha_per_bohr": 0.0081,
  "orbital_gap_ev": 9.21,
  "total_energy_ha": -346.8265
}

=====

{
  "formula": "C5H10O2",
  "method": "ωB97M-V/def2-TZVPD",
  "elements": ["O", "C", "C", "C", "C", "C", "O", "H", "H", "H", "H", "H", "H", "H", "H", "H", "H"],
  "positions_angstrom": [[-0.46423, -2.10605, -2.00242], [-0.79076, -1.65080, -0.70297], [-0.47172, -0.15506, -0.55254], [-0.69225, 0.34250, 0.95059], [0.67701, 0.88479, 1.30008], [1.12946, 1.84430, 0.35493], [0.88279, 0.02753, -0.89371], [0.38096, -1.64756, -2.19615], [-0.22800, -2.19558, 0.08356], [-1.86387, -1.83300, -0.54328], [-1.11362, 0.41384, -1.24705], [-0.98169, -0.48350, 1.61547], [-1.48413, 1.10276, 0.98995], [1.28493, 0.07905, 0.52926], [1.10259, 0.85171, 2.30458], [2.16255, 2.19638, 0.37360], [0.46998, 2.32870, -0.36389]],
  "atomic_forces_ev_per_a": [[0.568, 0.418, 0.228], [-0.213, 0.229, 0.249], [0.139, -0.171, -0.068], [0.018, -0.074, -0.198], [-0.051, 0.594, -0.068], [-0.131, -0.805, 0.228], [-0.206, 0.240, 0.523], [-0.490, -0.315, 0.006], [-0.114, 0.094, -0.299], [0.238, 0.028, -0.029], [0.113, -0.119, 0.166], [0.080, 0.178, -0.191], [0.217, -0.181, -0.002], [-0.031, 0.211, -0.390], [-0.020, -0.025, -0.307], [-0.257, -0.080, 0.034], [0.141, -0.221, 0.117]],
  "lumo_ev": -0.42,
  "relative_energy_ev": 5.0921,
  "largest_force_ha_per_bohr": 0.0165,
  "orbital_gap_ev": 8.67,
  "total_energy_ha": -346.8383
}